Here is a structure of composition C19H18FeIN3O3S in a non-equilibrium geometry from the OMol25 dataset. Energies are from ωB97M-V/def2-TZVPD.

Positions of all 46 atoms, in Å:
C: -2.451411 -0.762872 0.896767
C: -0.641453 -0.970823 2.458449
H: -3.485451 -0.622188 1.230766
H: -2.173328 -1.817177 1.031669
H: -2.453959 -0.633431 -0.196695
H: 0.151894 -0.656287 3.143900
H: -1.346781 -1.556151 3.051744
H: -0.195302 -1.660655 1.724679
C: -2.817823 2.043409 -0.665478
C: -3.238290 3.188099 -1.337924
C: -2.481706 4.359005 -1.246715
C: -1.289198 4.336276 -0.528101
H: -3.373137 1.107790 -0.708319
H: -4.158960 3.141796 -1.909696
H: -2.808520 5.278295 -1.724318
H: -0.644820 5.206573 -0.431997
N: -1.695368 2.045183 0.088843
C: -0.896759 3.161165 0.120217
C: 0.314463 3.024715 0.916057
N: 0.465443 1.810636 1.537143
C: 1.579995 1.564073 2.262576
C: 2.358010 3.821676 1.918470
C: 2.526604 2.559658 2.495206
H: 1.691043 0.553959 2.654404
H: 3.376032 2.331910 3.131167
C: 1.253349 4.045523 1.099692
H: 1.075231 4.993347 0.599003
H: 3.068943 4.623066 2.096474
Fe: -1.173578 0.651675 1.431148
I: -2.583993 0.966993 3.360359
O: -1.540278 -4.712336 -1.263194
S: -0.436005 -4.193889 -0.494596
O: -0.033012 -4.885813 0.703628
N: -0.546640 -2.572091 -0.246340
C: 0.329773 -1.790965 -0.924823
O: 0.373149 -0.545156 -0.908437
C: 1.273906 -2.657359 -1.696175
C: 2.388602 -2.274816 -2.443509
C: 3.170431 -3.260844 -3.050613
C: 2.841011 -4.622025 -2.913508
C: 1.725284 -5.003826 -2.150317
C: 0.972098 -3.992568 -1.555908
H: 2.602548 -1.213684 -2.516185
H: 4.044471 -2.976543 -3.636395
H: 3.451429 -5.389607 -3.396118
H: 1.432062 -6.043718 -2.006999

Forces on atoms 1 to 6 (eV/Å):
C -1.09 -1.60 -1.45
C 1.37 -1.73 -0.19
H 0.43 0.34 0.24
H -0.17 0.73 -0.08
H 0.38 0.03 0.13
H -0.13 0.51 0.04

Values from the calculation:
- spin multiplicity = 5
- total charge = 0
- LUMO energy (spin up / spin down) (eV) = -1.7 / -2.1
- strongest force on any atom (eV Å⁻¹) = 3.15
- relative energy (zero: lowest compared OMol25 entry of this formula, charge and spin) (eV) = 0.0000
- HOMO (spin up / spin down) (eV) = -7.90 / -8.00